DFT (ωB97M-V/def2-TZVPD) results for C11H30N4O4Rb as an isolated structure at a distorted geometry.

Structure (ORCA input):
```
! wB97M-V def2-TZVPD RIJCOSX def2/J DEFGRID3
* xyz 1 1
Rb -1.096 -0.992 1.654
C 3.079 1.006 2.990
C 2.150 0.250 2.009
C 2.696 0.139 0.555
O 3.004 1.339 -0.001
C 3.667 1.323 -1.271
N 1.680 -1.021 2.600
H 2.723 1.136 4.012
H 3.078 1.944 2.436
H 4.047 0.518 3.100
H 1.303 0.920 1.865
H 2.014 -0.414 -0.091
H 3.588 -0.482 0.466
H 3.580 0.445 -1.911
H 4.733 1.438 -1.080
H 3.357 2.213 -1.820
H 2.500 -1.603 2.703
H 1.453 -0.903 3.577
C 1.410 -3.001 -0.539
O 0.147 -2.303 -0.504
C -0.387 -2.091 -1.865
C -1.891 -2.260 -1.966
N -2.716 -1.190 -1.301
C -2.410 0.183 -1.770
C -2.941 0.686 -3.097
O -2.141 0.251 -4.239
C -2.971 -0.230 -5.309
H 1.631 -3.382 0.457
H 2.195 -2.395 -0.991
H 1.357 -3.967 -1.040
H 0.023 -2.906 -2.461
H 0.001 -1.182 -2.325
H -2.335 -3.236 -1.774
H -2.119 -2.129 -3.023
H -3.651 -1.275 -1.673
H -1.367 0.455 -1.607
H -2.849 0.826 -1.007
H -2.964 1.773 -3.022
H -3.996 0.509 -3.305
H -3.669 -1.010 -5.004
H -2.448 -0.510 -6.224
H -3.707 0.513 -5.616
C -1.219 2.166 4.308
O -1.407 1.274 3.567
N -0.073 2.709 4.698
N -2.277 2.686 4.983
H 0.709 2.483 4.100
H -0.252 3.420 5.392
H -2.008 3.471 5.558
H -3.231 2.407 4.804
*
```

Values from the calculation:
gap between HOMO and LUMO: 9.391 eV
molar mass: 367.85 u
LUMO: -2.3055 eV
maximum force: 0.110 Eh/bohr
calculated total energy: -26692.7727 eV

Formally, the Mulliken partial charges of the atoms, in units of the elementary charge, are as follows:
1. Rb 0.854
2. C -1.751
3. C 0.527
4. C -0.182
5. O -0.378
6. C -0.812
7. N -0.483
8. H 0.440
9. H 0.427
10. H 0.396
11. H 0.160
12. H -0.240
13. H 0.501
14. H 0.313
15. H 0.321
16. H 0.273
17. H 0.269
18. H 0.267
19. C -1.011
20. O -0.097
21. C -0.604
22. C -0.686
23. N -0.233
24. C -0.788
25. C -0.646
26. O -0.317
27. C -0.842
28. H 0.252
29. H 0.362
30. H 0.392
31. H 0.428
32. H 0.414
33. H 0.440
34. H 0.229
35. H 0.327
36. H 0.274
37. H 0.415
38. H 0.373
39. H 0.419
40. H 0.363
41. H 0.265
42. H 0.351
43. C 0.563
44. O -0.481
45. N -0.323
46. N -0.440
47. H 0.210
48. H 0.152
49. H 0.122
50. H 0.214